Entry 1:
Molecular formula: C5H8O2S
Method: DFT, the ωB97M-V functional and the def2-TZVPD basis

Results
highest occupied orbital energy: -8.7 eV
LUMO level: 0.76 eV
strongest force on any atom: 2.54 eV Å⁻¹
SMILES: O[C@@H]1C[C@@H]2OCS[C@H]12
total charge: 0
calculated total energy: -743.932781 a.u.
energy above the lowest of the compared OMol25 structures with the same formula, charge and spin: 1.486 eV
orbital gap: 9.471 eV

Structure (XYZ):
```
16
Properties=species:S:1:pos:R:3:mulliken_charge:R:1
C -1.2876 -0.4474 0.3173 0.0468
C -0.8924 0.9931 -0.1571 -0.9424
C 0.4163 0.8653 0.6205 -0.0848
C 1.8531 -0.2098 -0.7951 -0.3283
C 0.1025 -0.5680 0.9996 -0.1423
H -2.2837 -1.1163 -1.1796 0.3186
H -2.0543 -0.3901 1.0703 0.3566
H -1.5773 1.8072 0.0579 0.3092
H -0.6558 0.9826 -1.2391 0.2727
H 0.4971 1.5224 1.4869 0.4033
H 1.4299 -0.2109 -1.8113 0.2920
H 2.9880 -0.2636 -0.9146 0.2750
H 0.0485 -0.9067 2.0299 0.3923
O -1.5439 -1.4683 -0.6418 -0.5211
O 1.5700 0.9961 -0.1433 -0.4602
S 1.3897 -1.5857 0.2995 -0.1877
```

***

Entry 2:
Molecular formula: C11H15IN3
Method: DFT, the ωB97M-V functional and the def2-TZVPD basis

Results
highest occupied orbital energy: -11.8 eV
LUMO level: -3.48 eV
strongest force on any atom: 5.52 eV Å⁻¹
total charge: +1
calculated total energy: -889.861210 a.u.
energy above the lowest of the compared OMol25 structures with the same formula, charge and spin: 1.518 eV
orbital gap: 8.321 eV

Structure (XYZ):
```
30
Properties=species:S:1:pos:R:3:mulliken_charge:R:1
C 1.2082 1.7152 2.7940 -0.8384
C -0.0847 1.9668 2.3683 -1.1884
C 1.4486 -0.0743 1.1829 -0.6499
C 0.2323 0.3057 0.5260 1.0626
C 1.9274 0.6039 2.3089 0.3730
C -0.5311 1.2307 1.2319 0.4658
C -0.1931 -0.2629 -0.7563 0.2385
C -1.4561 -0.0183 -1.1661 0.8724
C -2.3451 1.0594 -0.4058 0.0580
C 3.2265 0.3103 2.8910 -1.4934
C 0.8071 -1.2102 -1.3928 -1.8454
N -1.8251 1.5094 0.7351 -0.0037
N -1.9616 -0.7107 -2.2381 -0.4460
N -3.6095 1.3043 -0.7787 -0.4236
I -1.3981 -3.2316 -5.0415 -0.0508
H 1.5181 2.3019 3.5793 0.4688
H -0.5502 2.7424 2.9011 0.3906
H 2.0231 -0.8249 0.8341 0.4470
H 3.6823 -0.4608 2.3092 0.3408
H 3.9316 1.1201 2.9290 0.3988
H 3.1422 0.2583 3.9614 0.3912
H 1.5188 -0.6837 -1.8304 0.5384
H 0.3216 -1.6763 -2.2140 0.2610
H 1.1290 -1.8929 -0.7377 0.4907
H -2.3937 2.0693 1.3211 0.2401
H -2.3195 -0.3178 -3.0655 0.2244
H -2.3483 -3.6222 -6.2420 0.1282
H -1.5182 -1.5459 -2.5894 -0.0234
H -3.7847 2.2375 -0.4713 0.2870
H -3.6914 1.0375 -1.7610 0.2858
```

***

Entry 3:
Molecular formula: C11H15OS
Method: DFT, the ωB97M-V functional and the def2-TZVPD basis

Results
highest occupied orbital energy (spin up / spin down): -12.6 / -12.6 eV
LUMO level (spin up / spin down): -5.51 / -5.51 eV
strongest force on any atom: 5.20 eV Å⁻¹
total charge: +1
calculated total energy: -901.147399 a.u.
energy above the lowest of the compared OMol25 structures with the same formula, charge and spin: 1.652 eV
orbital gap (spin up / spin down): 7.110 / 7.109 eV

Structure (XYZ):
```
28
Properties=species:S:1:pos:R:3:mulliken_charge:R:1
C -3.4738 0.5637 0.7927 -0.2026
C -3.0462 -0.6661 1.2869 -0.5948
C -2.8131 1.2253 -0.1934 -0.8694
C -1.9132 -1.2544 0.7991 -0.3205
C -1.6658 0.6683 -0.7027 0.0591
C -1.1441 -0.5725 -0.1886 0.6655
C 0.6797 -1.8509 -1.4432 0.0271
C 0.0099 -1.0154 -0.6997 -0.2953
C 2.2113 -2.0964 -1.5603 -0.9379
C 1.3080 0.8217 1.9449 -1.0147
C 1.6926 2.1212 -0.6153 -1.0791
O 3.3565 0.1274 0.2947 -0.6566
S 1.9323 0.4718 0.3092 0.6049
H -4.2495 1.0208 1.4699 0.3497
H -3.5903 -1.1851 2.0053 0.4800
H -3.3188 2.0535 -0.7261 0.3736
H -1.5343 -2.2088 1.2307 0.4051
H -0.9792 1.0241 -1.5890 0.4606
H 0.1221 -2.5417 -2.2427 0.3189
H 2.6565 -2.1244 -2.6026 0.3474
H 2.3924 -3.0315 -1.2017 0.3582
H 2.8217 -1.2966 -0.9848 0.2179
H 2.0505 1.2734 2.5101 0.4656
H 1.0826 -0.0697 2.4070 0.3421
H 0.3951 1.4679 1.6361 0.3021
H 2.2061 1.9164 -1.4611 0.3852
H 2.1575 2.8587 0.0277 0.4351
H 0.6537 2.2992 -0.5033 0.3727
```

***

Entry 4:
Molecular formula: C6H14NO
Method: DFT, the ωB97M-V functional and the def2-TZVPD basis

Results
highest occupied orbital energy: -14.7 eV
LUMO level: -3.78 eV
strongest force on any atom: 1.07 eV Å⁻¹
SMILES: CC[C@@H](C)[C@H]([NH3+])C=O
total charge: +1
calculated total energy: -366.746223 a.u.
energy above the lowest of the compared OMol25 structures with the same formula, charge and spin: 0.572 eV
orbital gap: 10.966 eV

Structure (XYZ):
```
22
Properties=species:S:1:pos:R:3:mulliken_charge:R:1
O -0.1036 -2.5230 1.7089 -0.4539
C -0.3641 -2.0138 0.6520 -0.2131
C -0.4177 -0.4827 0.5801 -0.1621
C -0.2014 0.2025 -0.7509 0.3491
C 1.1819 -0.1342 -1.3016 -1.3945
C -0.5179 1.6996 -0.6270 -0.5638
C -0.2989 2.5077 -1.8908 -1.3721
N 0.5046 -0.0036 1.6630 -0.2381
H -0.5982 -2.6235 -0.2315 0.4104
H -1.4326 -0.3137 0.9417 0.4107
H -0.9622 -0.1857 -1.4206 0.3076
H 1.9583 0.0052 -0.5514 0.3069
H 1.4702 0.4282 -2.1857 0.4264
H 1.2182 -1.1642 -1.6482 0.3980
H 0.0460 2.1860 0.1799 0.3263
H -1.5615 1.7555 -0.2742 0.3668
H -1.0467 2.3190 -2.6527 0.3500
H 0.6582 2.2820 -2.3416 0.3018
H -0.2689 3.5816 -1.7142 0.3941
H 0.6783 1.0006 1.5508 0.3000
H 0.0494 -0.1248 2.5686 0.3744
H 1.3756 -0.5405 1.6776 0.3750
```